[1]
The following is a DFT calculation (wB97M-V/def2-TZVPD) of 14 unconnected molecules or ions with the total composition H28O14.

```
42
Properties=species:S:1:pos:R:3:mulliken_charge:R:1
O -0.824 -3.491 -0.639 -0.56
H -0.728 -3.004 -1.472 0.28
H -0.395 -4.333 -0.822 0.26
O 0.420 2.772 -0.437 -0.60
H 0.137 3.217 0.373 0.25
H 1.019 3.400 -0.861 0.26
O 2.635 -1.573 0.250 -0.75
H 1.723 -1.358 -0.018 0.26
H 3.180 -0.954 -0.268 0.39
O 0.396 1.697 -3.066 -0.64
H -0.511 1.747 -3.391 0.33
H 0.325 1.842 -2.112 0.34
O 0.755 2.163 2.779 -0.63
H 1.407 1.431 2.650 0.38
H 1.132 2.711 3.474 0.28
O 2.565 -0.006 2.609 -0.74
H 3.415 0.444 2.544 0.30
H 2.540 -0.599 1.813 0.43
O 0.205 -0.207 0.040 0.06
H -0.758 -0.394 -0.003 0.21
H 0.303 0.752 0.158 0.03
O -3.640 -2.909 -1.539 -0.65
H -2.987 -2.379 -1.047 0.36
H -3.128 -3.387 -2.197 0.32
O -2.588 -0.619 -0.153 -0.65
H -2.717 0.318 -0.418 0.34
H -3.348 -0.816 0.406 0.26
O -3.164 2.113 -0.464 -0.68
H -2.536 2.310 0.266 0.38
H -4.025 2.358 -0.108 0.31
O 0.322 -2.150 -2.926 -0.64
H 0.321 -1.215 -2.685 0.31
H 1.020 -2.233 -3.583 0.29
O 3.591 0.725 -1.303 -0.67
H 3.793 1.547 -0.843 0.30
H 2.673 0.815 -1.594 0.33
O 0.906 -3.005 2.647 -0.64
H 0.658 -2.489 1.869 0.28
H 1.017 -2.353 3.347 0.32
O -1.950 2.084 2.121 -0.64
H -2.192 2.967 2.429 0.33
H -0.966 2.059 2.176 0.32
```

Results
Lowest unoccupied orbital energy: -0.4333 eV
Molar mass: 252.210 g mol⁻¹
HOMO level: -10.20 eV


[2]
The following is a DFT calculation (wB97M-V/def2-TZVPD) of C7H16S2Si in the gas phase.

```
26
Properties=species:S:1:pos:R:3:mulliken_charge:R:1
S -2.293 -0.126 0.107 -0.12
S -0.508 2.276 0.002 -0.13
C -1.699 -0.241 1.766 -0.37
C -0.213 1.793 1.683 -0.42
C -1.346 1.098 2.393 -0.68
C 1.667 -1.048 0.330 -1.09
C -0.133 -1.882 -1.979 -1.08
C 1.685 0.451 -2.356 -1.04
C -0.904 0.683 -0.654 -0.09
Si 0.594 -0.427 -1.089 0.16
H -2.420 -0.818 2.370 0.42
H -0.843 -0.898 1.800 0.03
H 0.074 2.647 2.291 0.45
H 0.651 1.131 1.733 0.08
H -2.247 1.743 2.408 0.27
H -1.132 0.978 3.460 0.39
H 2.225 -0.262 0.813 0.29
H 0.963 -1.480 1.022 0.31
H 2.310 -1.854 -0.009 0.42
H 0.671 -2.614 -2.138 0.32
H -0.468 -1.546 -2.960 0.32
H -0.993 -2.355 -1.521 0.35
H 1.927 1.443 -1.979 0.30
H 2.582 -0.134 -2.549 0.32
H 1.096 0.542 -3.276 0.31
H -1.246 0.900 -1.666 0.29
```

Results
Lowest unoccupied orbital energy: 0.7260 eV
Molar mass: 192.425 g mol⁻¹
HOMO level: -8.38 eV


[3]
The following is a DFT calculation (wB97M-V/def2-TZVPD) of a gas-phase ion, CH2NOS3 (charge -1).

```
8
Properties=species:S:1:pos:R:3:mulliken_charge:R:1
C 0.338 0.129 -0.147 0.45
N 1.469 -0.524 -0.131 -0.04
O 1.296 -2.157 -0.081 -0.43
S 2.983 0.000 -0.033 -0.48
S 0.642 1.883 -0.045 -0.25
S -1.200 -0.500 -0.285 -0.61
H -0.661 2.197 0.039 0.09
H 0.334 -2.221 -0.184 0.26
```

Results
Lowest unoccupied orbital energy: 3.2840 eV
Net charge: -1
Molar mass: 140.234 g mol⁻¹
HOMO level: -3.21 eV


[4]
The following is a DFT calculation (wB97M-V/def2-TZVPD) of 2 unconnected molecules or ions with the total composition C3HN3O.

```
8
Properties=species:S:1:pos:R:3:mulliken_spin:R:1
C 0.984 -0.562 0.219 0.00
C 0.918 0.767 0.076 0.52
C -1.501 -0.913 0.633 0.00
N 0.992 -1.704 0.289 0.32
N 0.060 1.258 -0.764 0.23
N -0.715 1.573 -1.535 0.91
O -2.046 -1.770 0.171 0.00
H 1.307 1.353 0.911 0.02
```

Results
Spin multiplicity: 3
Lowest unoccupied orbital energy (alpha / beta): 0.8232 / -2.9664 eV
Molar mass: 95.061 g mol⁻¹
HOMO level (alpha / beta): -6.95 / -12.30 eV


[5]
The following is a DFT calculation (wB97M-V/def2-TZVPD) of a molecular structure, C10H23IN5O2P2.

```
43
Properties=species:S:1:pos:R:3:mulliken_charge:R:1
C 2.989 4.705 3.269 0.30
C 2.854 3.815 2.480 -1.29
C 2.723 2.708 1.533 0.17
N 1.695 1.683 1.892 -0.38
I 0.284 2.195 3.313 0.24
C 1.071 1.121 0.767 -0.57
N 0.366 1.855 -0.034 0.16
C -0.348 1.398 -1.235 -0.76
C -1.814 1.015 -0.895 -0.67
C -2.167 -0.389 -1.378 -0.05
C -3.607 -0.781 -0.946 -0.93
C -4.466 -1.323 -2.081 -0.59
N -4.252 -2.767 -2.336 -0.55
N 1.177 -0.232 0.510 0.72
P 2.421 -0.547 -0.726 0.16
C 2.611 -2.364 -0.679 -1.18
O 3.791 0.012 0.020 -0.42
P 1.161 -1.201 2.017 0.14
N 0.372 -2.591 1.413 -0.59
O 2.703 -1.702 2.112 -0.51
H 3.014 5.408 4.069 0.45
H 3.701 2.226 1.491 0.32
H 2.547 3.150 0.547 0.33
H 0.267 2.840 0.181 0.35
H 0.159 0.553 -1.687 0.21
H -0.300 2.212 -1.956 0.60
H -2.478 1.757 -1.338 0.35
H -1.963 1.060 0.187 0.40
H -1.436 -1.115 -1.019 -0.06
H -2.125 -0.420 -2.470 0.34
H -4.076 0.073 -0.454 0.46
H -3.529 -1.554 -0.175 0.39
H -5.522 -1.179 -1.847 0.32
H -4.250 -0.792 -3.011 0.29
H -3.539 -3.141 -1.725 0.21
H -5.107 -3.277 -2.171 0.25
H 1.992 -2.773 -1.477 0.35
H 3.659 -2.606 -0.845 0.34
H 2.328 -2.850 0.254 0.52
H 4.319 0.393 -0.694 0.34
H -0.583 -2.584 1.760 0.34
H 0.296 -2.562 0.398 0.18
H 3.059 -1.429 2.965 0.35
```

Results
Lowest unoccupied orbital energy: -4.3386 eV
Net charge: +1
Molar mass: 434.179 g mol⁻¹
HOMO level: -11.39 eV


[6]
The following is a DFT calculation (wB97M-V/def2-TZVPD) of 2 unconnected molecules or ions with the total composition C6H12NO5PS.

```
26
Properties=species:S:1:pos:R:3:mulliken_charge:R:1
O 1.418 -1.299 0.853 -0.61
S 1.629 -1.011 -0.537 1.27
O 2.725 -1.610 -1.227 -0.65
C 0.120 -1.437 -1.415 -1.04
C -1.054 -0.397 -1.453 0.16
P -2.576 -1.188 -0.720 -0.01
O -2.849 -0.215 0.578 -0.46
O -3.617 -0.474 -1.765 -0.49
C -0.598 0.866 -0.735 -0.38
C 0.741 1.260 -1.345 -0.55
O 1.802 0.569 -0.642 -0.38
H 0.425 -1.700 -2.427 0.26
H -0.197 -2.357 -0.921 0.59
H -1.269 -0.140 -2.492 0.52
H -2.191 -0.358 1.275 0.31
H -4.527 -0.669 -1.496 0.32
H -1.304 1.695 -0.787 0.52
H -0.447 0.658 0.323 -0.09
H 0.794 0.941 -2.391 0.36
H 0.955 2.324 -1.322 0.32
C 2.143 0.625 3.278 -0.83
C 0.828 1.089 2.865 0.50
N -0.193 1.457 2.502 -0.48
H 2.867 0.849 2.497 0.23
H 2.439 1.118 4.203 0.36
H 2.117 -0.453 3.429 0.24
```

Results
Lowest unoccupied orbital energy: 0.7255 eV
Molar mass: 241.205 g mol⁻¹
HOMO level: -9.04 eV


[7]
The following is a DFT calculation (wB97M-V/def2-TZVPD) of a molecular structure, C10H9MnN2O5.

```
27
Properties=species:S:1:pos:R:3:mulliken_spin:R:1
O 0.428 -0.385 -4.304 0.00
C 0.334 -0.848 -3.257 0.13
Mn -0.758 -1.146 -1.013 3.02
O -2.107 0.965 -2.595 0.05
C -1.598 0.156 -1.924 -0.08
C -2.058 -1.538 0.180 -0.02
O -2.958 -1.780 0.887 0.06
C 0.781 -2.317 -0.801 0.14
O 0.863 -3.027 0.182 0.58
C -1.348 -2.584 -1.970 -0.09
O -1.722 -3.494 -2.595 0.07
H 1.633 -2.245 -1.518 0.08
C 1.281 3.468 0.494 0.00
C 0.831 2.085 0.745 0.07
C 0.724 1.351 1.923 0.04
C 0.174 0.113 1.595 -0.01
N -0.044 0.092 0.239 -0.05
N 0.377 1.305 -0.233 0.01
C -0.073 -1.011 2.516 0.02
H 0.664 4.165 1.074 0.01
H 2.309 3.586 0.855 0.01
H 1.229 3.730 -0.569 0.00
H 1.001 1.673 2.923 0.00
H 0.416 1.549 -1.219 0.01
H 0.853 -1.257 3.049 0.00
H -0.784 -0.684 3.283 0.00
H -0.450 -1.921 2.052 -0.01
```

Results
Spin multiplicity: 5
Lowest unoccupied orbital energy (alpha / beta): -8.6908 / -11.4360 eV
Net charge: +2
Molar mass: 292.129 g mol⁻¹
HOMO level (alpha / beta): -16.92 / -17.20 eV


[8]
The following is a DFT calculation (wB97M-V/def2-TZVPD) of C4H8OS in the gas phase.

```
14
Properties=species:S:1:pos:R:3:mulliken_charge:R:1
C -0.583 -0.954 2.010 -0.77
C 0.373 -0.975 -0.137 0.06
C 0.115 -0.825 -1.560 -0.70
C 0.895 0.289 -0.749 -0.11
H -0.604 -1.828 2.630 0.31
H -1.405 -0.288 2.402 0.25
H 0.301 -0.352 2.226 0.34
H 1.125 -1.753 0.070 0.31
H -0.827 -0.598 -1.965 0.27
H 0.705 -1.485 -2.221 0.21
H 1.986 0.337 -0.745 0.35
H 0.460 2.635 -1.116 0.12
O -0.744 -1.155 0.645 -0.36
S -0.037 1.710 -0.239 -0.26
```

Results
Lowest unoccupied orbital energy: 0.8430 eV
Molar mass: 104.174 g mol⁻¹
HOMO level: -8.76 eV


[9]
The following is a DFT calculation (wB97M-V/def2-TZVPD) of 9 unconnected molecules or ions with the total composition C29H81ClN7O12.

```
130
Properties=species:S:1:pos:R:3:mulliken_charge:R:1
Cl 0.718 -0.623 -0.254 0.86
O 1.706 -1.355 0.505 -0.46
O -0.537 -1.335 -0.181 -0.10
O 0.523 0.742 0.178 -0.64
O 1.118 -0.593 -1.629 -0.60
C 2.137 -4.261 -1.340 -0.51
O 2.013 -4.483 0.050 -0.55
H 2.410 -3.253 -1.666 0.18
H 2.961 -4.838 -1.773 0.38
H 1.230 -4.536 -1.885 0.19
H 1.833 -3.609 0.418 0.27
C 3.690 -1.313 3.805 -1.45
C 3.665 -2.743 4.396 0.57
C 3.253 -2.712 5.874 -0.96
O 4.289 -2.632 6.821 -0.39
C 4.650 -1.342 7.233 -0.65
N 2.782 -3.571 3.504 -0.57
H 3.322 -1.314 2.777 0.35
H 4.742 -1.032 3.727 0.34
H 3.074 -0.605 4.355 0.30
H 4.646 -3.197 4.247 0.53
H 2.925 -3.753 6.033 0.26
H 2.338 -2.189 6.173 0.51
H 3.792 -0.866 7.731 0.29
H 4.914 -0.646 6.430 0.25
H 5.461 -1.440 7.952 0.26
H 3.113 -4.510 3.705 0.27
H 3.055 -3.341 2.557 0.10
C 0.716 2.215 -4.036 -1.26
C -0.569 2.660 -3.318 0.26
C -1.555 1.502 -3.265 -0.76
O -2.625 1.733 -2.372 -0.37
C -3.376 0.565 -2.105 -0.90
N -0.131 2.998 -1.922 -0.06
H 0.407 2.160 -5.092 0.48
H 1.003 1.220 -3.710 0.09
H 1.520 2.948 -4.080 0.43
H -1.006 3.532 -3.819 0.27
H -0.965 0.618 -2.984 0.30
H -1.979 1.235 -4.243 0.53
H -4.343 0.904 -1.735 0.39
H -2.861 -0.053 -1.365 0.17
H -3.549 -0.016 -3.016 0.48
H -0.571 2.227 -1.418 -0.15
H 0.807 2.634 -2.020 0.08
C 1.754 8.840 0.547 -1.45
C 1.288 7.529 -0.108 0.25
C 2.371 6.440 0.064 -0.92
O 1.748 5.264 -0.427 -0.06
C 2.602 4.147 -0.316 -0.62
N -0.068 7.180 0.357 -0.39
H 1.161 9.758 0.603 0.40
H 2.765 9.159 0.281 0.34
H 1.738 8.613 1.624 0.40
H 1.236 7.582 -1.200 0.15
H 2.503 6.292 1.145 0.39
H 3.322 6.664 -0.425 0.37
H 3.212 4.155 0.593 0.37
H 3.246 4.171 -1.207 0.31
H 2.067 3.201 -0.369 -0.07
H -0.459 8.134 0.345 0.27
H -0.090 7.257 1.386 0.26
C -1.719 2.593 2.555 -1.66
C -1.770 3.458 1.281 0.88
C -2.617 4.682 1.579 -1.00
O -2.484 5.609 0.477 -0.15
C -3.518 6.552 0.593 -0.96
N -0.424 3.916 0.829 -0.09
H -0.997 1.787 2.411 0.42
H -2.695 2.126 2.708 0.44
H -1.386 3.174 3.417 0.32
H -2.258 2.859 0.509 -0.07
H -2.296 5.270 2.444 0.34
H -3.622 4.272 1.728 0.40
H -3.774 6.731 1.649 0.40
H -4.414 6.181 0.083 0.26
H -3.327 7.584 0.281 0.23
H 0.183 3.122 1.045 0.02
H -0.194 4.551 1.598 0.25
C 2.823 -0.475 -4.831 -1.13
C 1.527 -0.896 -5.548 0.58
C 1.831 -1.841 -6.720 -0.82
O 2.616 -1.183 -7.695 -0.31
C 3.279 -2.123 -8.522 -0.73
N 0.621 -1.485 -4.513 -0.43
H 3.459 0.145 -5.473 0.26
H 3.364 -1.398 -4.610 0.29
H 2.723 0.149 -3.946 0.35
H 0.957 -0.055 -5.944 0.04
H 0.865 -2.082 -7.181 0.34
H 2.250 -2.777 -6.336 0.44
H 4.348 -2.112 -8.285 0.26
H 3.230 -1.860 -9.581 0.25
H 2.952 -3.159 -8.427 0.33
H 0.841 -1.029 -3.625 0.06
H 0.850 -2.471 -4.438 0.29
C -1.124 -3.638 5.063 -1.65
C -1.165 -3.006 3.654 1.09
C -2.523 -2.495 3.178 -0.47
O -3.293 -3.586 2.665 -0.18
C -4.654 -3.291 2.539 -0.92
N -0.044 -2.042 3.577 -0.72
H -1.918 -4.380 5.157 0.37
H -1.372 -2.823 5.747 0.35
H -0.130 -4.044 5.231 0.38
H -0.878 -3.822 2.976 -0.07
H -2.346 -1.878 2.291 0.08
H -3.118 -1.976 3.935 0.45
H -5.076 -2.881 3.466 0.36
H -5.207 -4.180 2.241 0.26
H -4.799 -2.507 1.786 0.32
H 0.133 -1.862 2.590 0.30
H 0.709 -2.716 3.729 0.03
C -4.670 -3.054 -0.928 -1.87
C -3.364 -3.841 -0.830 2.29
C -3.661 -5.319 -1.117 -1.06
O -2.514 -6.129 -0.834 -0.39
C -2.287 -6.285 0.551 -0.51
N -2.453 -3.326 -1.866 -0.72
H -4.496 -2.034 -0.571 0.24
H -5.567 -3.443 -0.444 0.40
H -4.899 -2.880 -1.982 0.45
H -2.887 -3.790 0.152 -0.64
H -3.842 -5.509 -2.180 0.32
H -4.631 -5.645 -0.724 0.38
H -1.623 -7.146 0.647 0.32
H -3.191 -6.370 1.160 0.29
H -1.721 -5.453 0.986 0.05
H -1.978 -2.517 -1.477 0.05
H -1.778 -4.070 -2.014 0.31
```

Results
Lowest unoccupied orbital energy: 2.5228 eV
Net charge: -1
Molar mass: 755.457 g mol⁻¹
HOMO level: -5.78 eV


[10]
The following is a DFT calculation (wB97M-V/def2-TZVPD) of a molecular structure, C15H17N7O2RuS7.

```
49
Properties=species:S:1:pos:R:3:mulliken_spin:R:1
Ru 1.246 -0.619 1.883 0.82
S -0.707 2.415 3.672 0.00
C 0.732 2.104 4.573 0.01
C 1.258 3.269 5.250 0.00
N 1.647 4.218 5.772 0.00
C 1.413 0.935 4.750 0.01
S 0.886 -0.635 4.121 0.04
C 2.580 0.897 5.574 -0.01
N 3.504 0.823 6.258 0.00
N -0.312 0.504 1.293 -0.02
C 0.154 1.352 0.179 -0.02
C -0.844 2.394 -0.328 -0.01
C -2.339 2.051 -0.352 0.00
C -2.756 0.829 -1.176 0.00
N -1.964 0.719 -2.388 0.00
C -2.303 0.140 -3.507 0.00
N -3.577 -0.207 -3.789 0.00
N -1.348 -0.032 -4.447 0.00
C 0.793 0.396 -0.843 0.02
O 0.642 0.593 -2.074 0.00
O 1.456 -0.541 -0.331 0.01
H -1.092 -0.094 1.032 0.02
H -0.558 1.095 2.142 -0.01
H 1.002 1.901 0.598 -0.01
H -0.515 2.694 -1.325 0.00
H -0.742 3.275 0.307 0.00
H -2.856 2.930 -0.743 0.00
H -2.709 1.908 0.666 0.00
H -3.818 0.901 -1.415 0.00
H -2.614 -0.096 -0.608 0.00
H -0.922 0.781 -2.243 0.00
H -4.149 -0.437 -2.993 0.00
H -3.689 -0.864 -4.544 0.00
H -0.398 0.063 -4.105 0.00
H -1.480 -0.804 -5.082 0.00
N 3.642 1.450 1.865 0.02
C 2.770 0.690 1.881 0.02
C 3.837 -2.625 -0.321 0.01
S 2.969 -4.198 -0.541 0.00
C 1.317 -3.687 -0.850 0.02
C 0.426 -3.210 0.044 -0.01
S 0.647 -2.904 1.746 0.09
S -1.151 -2.868 -0.619 0.00
C -0.866 -3.346 -2.246 0.00
S -2.043 -3.329 -3.429 0.00
S 0.745 -3.843 -2.492 0.00
H 4.885 -2.893 -0.187 0.00
H 3.480 -2.106 0.563 0.00
H 3.720 -1.989 -1.192 0.00
```

Results
Spin multiplicity: 2
Lowest unoccupied orbital energy (alpha / beta): 1.2828 / 1.2761 eV
Net charge: -1
Molar mass: 652.887 g mol⁻¹
HOMO level (alpha / beta): -4.68 / -4.67 eV


[11]
The following is a DFT calculation (wB97M-V/def2-TZVPD) of a molecular structure, C21H17AuCl2NO2Se.

```
45
Properties=species:S:1:pos:R:3:mulliken_spin:R:1
Au 0.651 -0.121 0.659 0.30
Cl 6.327 4.697 -0.185 0.00
C 4.979 3.700 0.314 0.00
C 3.840 4.304 0.848 0.00
C 2.781 3.528 1.236 -0.01
Cl 1.369 4.298 1.889 0.00
C 2.765 2.098 1.123 0.01
O 1.737 1.455 1.522 0.00
C 3.960 1.531 0.589 0.00
C 4.175 0.091 0.461 -0.01
O 3.433 -0.804 0.796 0.00
C 5.033 2.339 0.191 0.01
H 3.786 5.379 0.953 0.00
H 5.164 -0.158 0.014 0.00
H 5.921 1.866 -0.212 0.00
Se 0.205 -1.459 2.928 0.55
C -1.669 -1.739 2.692 -0.03
C -2.142 -2.850 1.994 0.03
C -3.506 -3.067 1.861 -0.02
C -4.416 -2.174 2.411 0.05
C -3.952 -1.057 3.094 -0.02
C -2.589 -0.842 3.234 0.03
H -1.430 -3.532 1.549 0.00
H -3.858 -3.933 1.313 0.00
H -5.480 -2.341 2.297 0.00
H -4.654 -0.348 3.518 0.00
H -2.223 0.028 3.764 0.00
C 1.189 -1.870 -2.544 0.01
C -0.100 -1.117 -2.704 0.01
C -0.538 -0.656 -3.935 -0.02
C -1.732 0.042 -4.065 0.05
C -2.500 0.285 -2.933 -0.02
C -2.101 -0.156 -1.682 0.07
C -2.895 0.114 -0.438 0.02
C -0.888 -0.873 -1.561 -0.02
N -0.532 -1.386 -0.337 1.02
H 1.681 -2.012 -3.507 0.00
H 1.019 -2.847 -2.086 0.00
H 1.876 -1.341 -1.876 0.00
H 0.073 -0.848 -4.811 0.00
H -2.058 0.393 -5.036 0.00
H -3.432 0.834 -3.019 0.00
H -3.839 0.610 -0.672 0.00
H -2.330 0.748 0.252 0.01
H -3.102 -0.810 0.105 0.00
```

Results
Spin multiplicity: 3
Lowest unoccupied orbital energy (alpha / beta): 2.6760 / 1.4066 eV
Net charge: -1
Molar mass: 662.205 g mol⁻¹
HOMO level (alpha / beta): -4.16 / -4.46 eV


[12]
The following is a DFT calculation (wB97M-V/def2-TZVPD) of 2 unconnected molecules or ions with the total composition C2H4O2.

```
8
Properties=species:S:1:pos:R:3:mulliken_charge:R:1
O -0.308 -1.428 0.087 -0.47
C 0.202 -0.929 -0.953 0.00
H -0.484 -0.611 -1.773 0.24
H 1.294 -0.761 -1.116 0.21
O 0.844 0.500 0.498 -0.40
C -0.188 0.905 0.963 -0.07
H -0.478 1.927 0.620 0.24
H -0.883 0.397 1.673 0.25
```

Results
Lowest unoccupied orbital energy: 0.2557 eV
Molar mass: 60.052 g mol⁻¹
HOMO level: -9.68 eV


> Among the records above, which one has the highest molar mass?

C29H81ClN7O12


> Among the records above, which one has the highest molar mass?

C29H81ClN7O12